Record 1
Density functional theory data (ωB97M-V/def2-TZVPD) for C11H15N4O4SbSe4Y as an isolated structure at a distorted geometry.

frontier orbital gap (alpha / beta)	3.81 / 3.93	eV
total charge	+1
E	-10832.2383	a.u.
2S+1	1
HOMO level (alpha / beta)	-11.540 / -11.541	eV
relative energy (zero: lowest compared OMol25 entry of this formula, charge and spin)	0.0	kcal per mole

Atoms and positions in Å:
Y  11.1381  6.4980  9.6187
O  6.2417  8.8257  6.3752
C  6.0087  7.4702  6.6356
O  4.9012  6.9659  6.5013
C  7.2939  6.6906  6.9622
C  7.2778  5.3117  7.1296
N  8.3413  4.9026  7.8380
N  9.1349  6.0221  8.2014
C  8.4799  7.1278  7.7371
C  9.1804  8.3921  7.9210
O  8.7302  9.4455  7.4823
O  10.2816  8.2376  8.7030
H  7.1543  9.0616  6.5786
H  6.6197  4.5711  6.7252
H  8.6091  3.9219  7.9643
Se  15.4556  9.0786  8.8091
Sb  14.6268  6.7520  8.9059
Se  13.4584  6.3744  11.3346
Se  16.6890  5.2787  8.7782
Se  12.5747  5.9791  7.3965
C  9.1491  7.2187  12.9989
C  7.7810  6.9892  13.6204
N  7.2353  5.7200  13.2006
C  8.2861  4.6795  13.2957
C  9.3881  4.9807  12.2536
N  9.3302  6.4035  11.7514
C  8.0140  6.6088  11.0086
C  6.9373  5.7899  11.7699
H  9.8943  6.9182  13.7543
H  9.2299  8.2588  12.6704
H  7.1162  7.8664  13.3800
H  7.9037  6.9411  14.7279
H  7.8274  3.6917  13.1261
H  8.6506  4.6844  14.3190
H  9.4439  4.3696  11.3118
H  10.3379  4.9966  12.8322
H  8.2135  6.2223  10.0049
H  7.7628  7.6850  10.9519
H  6.7232  4.8287  11.3090
H  5.9488  6.3114  11.6409

Results of the Löwdin charge analysis, in e, for atoms 1 through 2: Y 0.970; O 0.105


Record 2
Density functional theory data (ωB97M-V/def2-TZVPD) for a 2-piece molecular cluster, C11H15NO2SSi overall at a distorted geometry.

SMILES string	S=C=N[SiH2]COc1ccccc1.CC(C)=O
frontier orbital gap	9.35	eV
E	-1321.0652	a.u.
2S+1	1
HOMO level	-8.844	eV
relative energy (zero: lowest compared OMol25 entry of this formula, charge and spin)	0.0	kcal per mole

Atoms and positions in Å:
S  5.6014  -0.2399  -1.2807
C  4.6365  0.8585  -0.6922
N  3.8700  1.5940  -0.1161
Si  2.4261  2.1180  -1.0472
C  2.2731  1.1231  -2.6567
O  0.9817  1.2085  -3.2694
C  -0.0692  0.8643  -2.4326
C  -0.1328  -0.4055  -1.8773
C  -1.1647  -0.7423  -1.0157
C  -2.1328  0.2065  -0.7157
C  -2.0761  1.4571  -1.3027
C  -1.0455  1.8082  -2.1662
H  1.2868  1.9385  -0.1331
H  2.5422  3.5641  -1.3096
H  2.9877  1.5260  -3.3772
H  2.5519  0.0761  -2.4994
H  0.6515  -1.1094  -2.1282
H  -1.1827  -1.7298  -0.5754
H  -2.9259  -0.0416  -0.0266
H  -2.8236  2.2077  -1.0751
H  -0.9767  2.7874  -2.6206
C  -1.8168  -3.1676  3.3308
C  -1.9092  -1.7766  2.7525
O  -2.6423  -1.5231  1.8250
C  -1.0417  -0.7146  3.3825
H  -2.4868  -3.8313  2.7894
H  -0.7953  -3.5414  3.2444
H  -2.1009  -3.1538  4.3841
H  0.0102  -0.9923  3.2975
H  -1.2945  -0.6023  4.4380
H  -1.2016  0.2334  2.8736

Results of the Löwdin charge analysis, in e, for atoms 1 through 2: S 0.699; C -0.915


Record 3
Density functional theory data (ωB97M-V/def2-TZVPD) for C11H15NOS2 as an isolated structure at a distorted geometry.

frontier orbital gap	8.58	eV
E	-1354.3492	a.u.
2S+1	1
HOMO level	-8.406	eV
relative energy (zero: lowest compared OMol25 entry of this formula, charge and spin)	118.8	kcal per mole

Atoms and positions in Å:
C  -3.7387  1.9997  -0.2697
C  -3.0664  0.6437  -0.4163
C  -1.7318  0.5941  -1.1115
C  -1.3141  -0.8789  -1.2069
C  -1.4392  -1.6143  0.1058
C  0.8809  0.6965  0.7608
C  1.0945  2.0919  0.9260
C  1.9912  2.7105  0.0449
C  2.7020  2.0074  -0.9899
C  2.5294  0.5686  -1.1169
C  1.4483  -0.0661  -0.3716
H  -4.5938  1.9571  0.2915
H  -3.8660  2.4930  -1.2048
H  -3.1155  2.9016  0.1554
H  -3.1102  0.2299  0.5504
H  -3.7498  -0.0042  -0.9928
H  -1.7317  0.9347  -2.0728
H  -1.0513  1.2016  -0.4112
H  -0.3706  -1.2052  -1.7651
H  -1.8884  -1.6185  -1.9234
H  -1.6581  -2.6966  -0.1489
H  -2.4116  -1.2986  0.6349
H  0.7450  2.6376  1.9056
H  2.3831  3.8113  0.1411
H  3.5326  2.6204  -1.5914
H  2.8696  -0.1135  -1.8603
N  -0.2434  -1.6627  0.9676
O  0.8446  -2.4915  -1.1679
S  -0.1306  -0.2167  1.9087
S  1.1823  -1.8333  0.1371

Results of the Löwdin charge analysis, in e, for atoms 1 through 2: C -0.104; C -0.289


Record 4
Density functional theory data (ωB97M-V/def2-TZVPD) for C11H16BeBr2N5O4PTe as an isolated structure.

frontier orbital gap	7.01	eV
E	-6775.7808	a.u.
2S+1	1
HOMO level	-7.505	eV
relative energy (zero: lowest compared OMol25 entry of this formula, charge and spin)	9.9	kcal per mole

Atoms and positions in Å:
Be  0.1318  0.1607  -0.2496
Br  0.3881  -0.1586  3.2506
C  -0.4399  -1.7457  2.5857
Br  -0.9131  -1.8169  0.6920
H  -1.3856  -1.8718  3.0969
H  0.2258  -2.5831  2.7505
O  -0.5720  1.2726  0.5602
N  -1.1145  2.4125  0.8629
C  -0.4873  3.4794  0.4586
C  0.7591  3.3943  -0.2460
N  1.7571  3.2912  -0.8087
C  -1.0421  4.7646  0.7663
N  -1.4597  5.8089  0.9926
C  -0.6540  2.2587  -4.3635
C  -1.2694  0.8868  -4.5037
O  -0.2697  -0.1254  -4.2554
P  -0.2644  -0.8897  -2.8588
O  -0.0247  0.2198  -1.8086
Te  -2.1092  -2.2518  -2.4705
O  1.0693  -1.7450  -2.9748
C  2.3066  -1.0961  -3.3516
C  2.6607  -1.4503  -4.7757
H  -1.3983  3.0226  -4.5924
H  0.1829  2.3785  -5.0508
H  -0.2956  2.4154  -3.3469
H  -1.6319  0.7002  -5.5141
H  -2.1054  0.7424  -3.8153
H  3.0548  -1.4640  -2.6466
H  2.2119  -0.0165  -3.2172
H  2.7435  -2.5300  -4.8914
H  3.6176  -0.9987  -5.0421
H  1.8988  -1.0837  -5.4604
N  2.7948  0.6848  -0.1128
C  4.0049  0.1333  0.0239
C  3.8197  -1.2060  0.2916
C  2.4346  -1.3762  0.2961
N  1.8221  -0.2199  0.0616
H  2.5594  1.6507  -0.3353
H  4.8955  0.7252  -0.0872
H  4.5739  -1.9535  0.4490
H  1.8588  -2.2733  0.4315

Results of the Löwdin charge analysis, in e, for atoms 1 through 2: Be -0.102; Br 0.667


Record 5
Density functional theory data (ωB97M-V/def2-TZVPD) for C11H16BiN3O4 as an isolated structure.

frontier orbital gap	9.47	eV
total charge	+2
E	-1108.1155	a.u.
2S+1	1
HOMO level	-17.058	eV
relative energy (zero: lowest compared OMol25 entry of this formula, charge and spin)	0.0	kcal per mole

Atoms and positions in Å:
Bi  0.7242  -1.5293  -0.0146
O  -3.6871  -2.9610  0.5323
C  -2.5443  -2.3470  0.4139
O  -1.7220  -2.5496  -0.4700
C  -2.2835  -1.3228  1.4714
C  -3.1856  -0.9346  2.4389
C  -2.8011  0.0613  3.3385
C  -1.5403  0.6252  3.2413
C  -0.6901  0.1633  2.2458
N  -1.0613  -0.7786  1.3877
C  0.7095  0.6990  2.0623
O  1.1146  1.6312  2.6793
O  1.4323  0.0466  1.1354
H  -3.8104  -3.6216  -0.1722
H  -4.1631  -1.3936  2.4874
H  -3.4880  0.3881  4.1078
H  -1.1949  1.4006  3.9116
N  -0.3071  -0.2571  -1.6325
C  -0.1128  1.2322  -1.7639
C  1.2420  1.6364  -2.3282
C  2.4051  1.6676  -1.3246
C  3.3531  0.4767  -1.3183
N  2.6869  -0.8740  -1.3689
H  -0.0877  -0.6865  -2.5335
H  -1.2969  -0.4589  -1.4902
H  -0.2753  1.6738  -0.7800
H  -0.9086  1.5816  -2.4221
H  1.0972  2.6467  -2.7125
H  1.4715  1.0365  -3.2178
H  2.0202  1.8380  -0.3198
H  3.0310  2.5325  -1.5465
H  3.9520  0.5007  -0.4106
H  4.0355  0.5276  -2.1676
H  3.3993  -1.5596  -1.1154
H  2.4856  -1.0916  -2.3445

Results of the Löwdin charge analysis, in e, for atoms 1 through 2: Bi 1.947; O 0.213


Record 6
Density functional theory data (ωB97M-V/def2-TZVPD) for C11H16Cl2N7PdS5 as an isolated structure.

frontier orbital gap	5.74	eV
total charge	+1
E	-3850.9700	a.u.
2S+1	1
HOMO level	-10.116	eV
relative energy (zero: lowest compared OMol25 entry of this formula, charge and spin)	16.8	kcal per mole

Atoms and positions in Å:
Pd  -0.2115  0.4953  -0.9236
C  3.9232  -3.5180  -0.4772
S  4.0918  -2.6106  -2.0426
C  3.9671  -0.9635  -1.4526
C  2.7980  -0.3940  -1.1038
S  1.2751  -1.2043  -1.2638
S  2.8850  1.2608  -0.5622
C  4.6059  1.4937  -0.8142
S  5.3417  2.9042  -0.4823
S  5.3960  0.0435  -1.3292
H  4.0517  -4.5732  -0.7100
H  2.9373  -3.3605  -0.0491
H  4.6978  -3.2096  0.2206
C  -0.6768  -2.4874  3.6363
C  -0.5245  -1.2314  2.8527
C  -0.4485  0.0893  3.2443
C  -0.2552  0.8388  2.0735
N  -0.2258  0.0111  1.0365
N  -0.3992  -1.2332  1.5119
C  -0.0976  2.3124  1.9248
H  -0.8206  -2.2493  4.6868
H  0.2130  -3.1115  3.5479
H  -1.5362  -3.0639  3.2948
H  -0.5027  0.4667  4.2498
H  -0.2781  -2.0153  0.8854
H  0.2634  2.7369  2.8593
H  -1.0507  2.7903  1.6908
H  0.6210  2.5549  1.1423
N  -5.4247  -0.6402  -2.3499
N  -4.4994  0.1191  -1.6521
N  -4.8191  1.2475  -1.0721
C  -3.6349  1.6722  -0.6574
N  -2.6618  0.8153  -0.9902
N  -3.2366  -0.1772  -1.6345
H  -6.3287  -0.5132  -1.9024
H  -5.1547  -1.6169  -2.2772
H  -3.4882  2.5929  -0.1227
Cl  -0.6236  3.3176  -1.4860
C  -0.1285  2.8629  -3.1166
Cl  -0.0455  1.0763  -3.2489
H  0.8650  3.2529  -3.3049
H  -0.8601  3.2187  -3.8322

Results of the Löwdin charge analysis, in e, for atoms 1 through 2: Pd 0.428; C -0.372